No. 1
ORCA calculation (ωB97M-V with the def2-TZVPD basis set) on a molecular structure, C40H56F4N4O2SbSn.

Values from the calculation:
- LUMO (eV) = 2.60
- gap between HOMO and LUMO (eV) = 7.053

The geometry in ORCA input format:
```
! wB97M-V def2-TZVPD RIJCOSX def2/J DEFGRID3
* xyz -1 1
Sn 0.953 0.854 -0.820
O 2.684 0.399 -2.261
C 3.500 -0.573 -2.506
C 3.760 -0.934 -3.859
C 4.663 -1.912 -4.195
C 5.383 -2.597 -3.207
C 5.137 -2.288 -1.890
C 4.198 -1.319 -1.505
C 3.985 -1.149 -0.079
N 3.042 -0.504 0.472
C 2.975 -0.437 1.913
C 2.943 1.022 2.376
N 1.717 1.656 1.940
C 1.026 2.312 2.777
C -0.205 3.048 2.506
C -0.531 4.056 3.425
C -1.624 4.880 3.273
C -2.445 4.690 2.153
C -2.185 3.688 1.251
C -1.080 2.790 1.391
O -0.954 1.801 0.584
H 3.196 -0.403 -4.617
H 4.821 -2.159 -5.239
H 6.103 -3.360 -3.473
H 5.669 -2.820 -1.106
H 4.719 -1.669 0.559
H 3.812 -0.962 2.399
H 2.042 -0.907 2.226
H 3.781 1.540 1.897
H 3.085 1.074 3.466
H 1.391 2.405 3.815
H 0.129 4.200 4.277
H -1.844 5.650 4.001
H -3.304 5.336 2.004
H -2.830 3.526 0.394
C 1.700 4.777 -0.097
C 0.596 4.532 -1.122
N 0.776 3.374 -2.012
C 1.785 3.607 -3.058
C 3.236 3.679 -2.585
C -0.552 3.102 -2.612
C -0.632 1.916 -3.555
N -0.265 0.682 -2.884
C -0.234 -0.445 -3.604
C 0.143 -1.676 -2.997
F 0.463 -1.658 -1.674
C 0.216 -2.879 -3.648
F 0.591 -3.970 -2.950
C -0.083 -3.004 -4.993
C -0.450 -1.834 -5.625
F -0.748 -1.872 -6.943
C -0.521 -0.615 -4.985
F -0.885 0.449 -5.752
H 1.297 5.387 0.713
H 2.035 3.832 0.333
H 2.559 5.298 -0.514
H -0.328 4.360 -0.575
H 0.445 5.436 -1.733
H 1.722 2.769 -3.746
H 1.523 4.523 -3.613
H 3.434 2.892 -1.862
H 3.891 3.509 -3.441
H 3.498 4.644 -2.154
H -1.243 2.925 -1.783
H -0.893 3.996 -3.159
H -1.667 1.879 -3.917
H -0.011 2.110 -4.435
H -0.034 -3.948 -5.511
C -1.932 -4.734 2.140
C -1.192 -3.736 1.253
C 0.318 -3.929 1.410
C -1.548 -3.992 -0.212
Sb -1.509 -1.539 1.599
C -1.618 -1.393 3.840
C -2.208 -0.029 4.198
C -0.163 -1.419 4.301
C -2.403 -2.483 4.559
C -3.606 -1.258 0.915
C -4.549 -2.421 1.197
C -3.449 -1.033 -0.594
C -4.172 0.021 1.528
H -1.866 -5.735 1.692
H -2.988 -4.494 2.257
H -1.485 -4.797 3.131
H 0.596 -4.956 1.138
H 0.647 -3.759 2.439
H 0.876 -3.252 0.757
H -1.184 -4.984 -0.511
H -1.079 -3.263 -0.875
H -2.624 -3.973 -0.385
H -1.806 0.779 3.581
H -1.972 0.206 5.245
H -3.292 -0.020 4.101
H 0.404 -0.607 3.850
H 0.333 -2.360 4.050
H -0.115 -1.297 5.392
H -3.407 -2.605 4.149
H -2.509 -2.217 5.621
H -1.897 -3.445 4.513
H -4.227 -3.340 0.708
H -5.552 -2.180 0.818
H -4.641 -2.617 2.267
H -3.055 -1.911 -1.108
H -2.774 -0.196 -0.795
H -4.426 -0.796 -1.037
H -4.494 -0.132 2.557
H -5.052 0.337 0.952
H -3.450 0.843 1.506
*
```

Mulliken atomic charge list, values in e, 6 entries: Sn 2.023; O 0.231; C -0.247; C -0.432; C -0.602; C -0.885

***

No. 2
ORCA calculation (ωB97M-V with the def2-TZVPD basis set) on a molecular structure, C40H56IrN4S2SbSi3.

Values from the calculation:
- LUMO (alpha / beta) (eV) = -9.16 / -10.66
- ⟨S²⟩ = 0.79
- gap between HOMO and LUMO (alpha / beta) (eV) = 6.421 / 4.919

The geometry in ORCA input format:
```
! wB97M-V def2-TZVPD RIJCOSX def2/J DEFGRID3
* xyz 3 2
Ir 0.482 0.276 0.109
C 1.591 2.769 3.899
Sb 0.796 1.242 2.660
C 0.268 2.205 0.814
C 1.540 2.643 0.161
C 2.231 3.835 0.109
C 3.408 3.869 -0.637
C 3.858 2.728 -1.286
C 3.119 1.561 -1.185
N 1.995 1.544 -0.477
Si -1.305 3.251 0.369
C -1.101 3.607 -1.453
C -1.250 4.889 1.265
C -2.825 2.208 0.647
C -0.738 0.026 3.468
C -1.506 -0.678 2.375
C -2.584 -1.456 2.813
C -3.364 -2.186 1.947
C -3.046 -2.156 0.599
C -1.960 -1.413 0.214
N -1.187 -0.681 1.049
Si -1.776 1.090 4.777
C -3.356 0.292 5.360
C -0.704 1.420 6.271
C -2.244 2.736 4.022
Si 0.249 -1.391 4.443
C 1.812 -0.657 5.171
C -0.797 -2.205 5.747
C 0.778 -2.652 3.177
H 2.313 3.326 3.306
H 2.061 2.343 4.780
H 0.743 3.399 4.164
H 1.861 4.713 0.622
H 3.975 4.788 -0.707
H 4.774 2.739 -1.858
H 3.426 0.634 -1.653
H -0.234 4.236 -1.662
H -1.985 4.165 -1.775
H -1.043 2.714 -2.075
H -0.549 5.559 0.762
H -0.973 4.851 2.317
H -2.233 5.363 1.208
H -2.979 1.537 -0.202
H -3.706 2.849 0.721
H -2.783 1.600 1.548
H -2.801 -1.482 3.868
H -4.194 -2.773 2.318
H -3.614 -2.700 -0.141
H -1.681 -1.393 -0.826
H -3.248 -0.676 5.850
H -4.111 0.214 4.577
H -3.751 0.984 6.110
H -0.459 0.526 6.844
H -1.313 2.052 6.924
H 0.220 1.970 6.087
H -3.181 2.674 3.469
H -1.499 3.163 3.353
H -2.397 3.452 4.833
H 1.668 0.220 5.799
H 2.575 -0.436 4.415
H 2.252 -1.427 5.812
H -1.221 -1.531 6.490
H -0.138 -2.895 6.282
H -1.602 -2.808 5.324
H 1.421 -2.206 2.416
H -0.053 -3.158 2.682
H 1.375 -3.414 3.685
S 1.524 -1.878 -0.204
C 1.479 -2.191 -1.872
N 1.859 -3.324 -2.402
C 1.743 -3.534 -3.851
C 2.073 -2.258 -4.571
N 1.230 -1.169 -4.048
C 0.758 -0.181 -5.047
C -0.243 -0.818 -5.977
C 0.081 -1.025 -7.312
C -0.837 -1.625 -8.165
C -2.074 -2.024 -7.682
C -2.401 -1.817 -6.346
C -1.489 -1.214 -5.496
C 0.937 -1.136 -2.783
S -0.100 0.053 -2.106
C 2.397 -4.467 -1.629
C 3.858 -4.662 -1.939
C 4.279 -5.773 -2.660
C 5.625 -5.941 -2.957
C 6.549 -4.995 -2.541
C 6.133 -3.883 -1.818
C 4.791 -3.717 -1.516
H 0.729 -3.870 -4.082
H 2.450 -4.312 -4.131
H 1.859 -2.358 -5.633
H 3.122 -1.982 -4.436
H 1.643 0.144 -5.597
H 0.346 0.671 -4.510
H 1.042 -0.703 -7.696
H -0.587 -1.775 -9.206
H -2.790 -2.486 -8.347
H -3.373 -2.114 -5.976
H -1.759 -1.030 -4.460
H 1.817 -5.343 -1.927
H 2.215 -4.277 -0.574
H 3.560 -6.522 -2.973
H 5.949 -6.813 -3.508
H 7.598 -5.129 -2.768
H 6.859 -3.158 -1.478
H 4.471 -2.864 -0.925
*
```

Mulliken atomic charge list, values in e, 6 entries: Ir 0.841; C -1.194; Sb 0.391; C 0.740; C -0.629; C -0.525

***

Results for energy: -75684.181; -103009.039 (in eV, following the order of the records).